An isolated ion of composition C8H16N2O and charge +2. Source: OMol25; level of theory: ωB97M-V/def2-TZVPD.

CARTESIAN COORDINATES (ANGSTROEM)
O  -1.413  -1.574  0.283
N  0.277  -1.101  -1.236
N  -1.143  0.711  -0.463
C  1.024  1.459  2.405
C  0.723  0.949  1.062
C  -1.135  -0.699  -0.806
C  0.285  -1.730  -2.514
C  -1.415  1.685  -1.226
C  1.137  -0.530  1.007
C  -0.774  1.040  0.880
C  1.218  -1.010  -0.380
H  0.573  2.341  2.755
H  -1.231  2.053  1.236
H  1.207  -2.032  -2.926
H  -1.372  0.457  1.654
H  -1.399  -2.522  0.143
H  2.005  -0.679  1.472
H  -1.344  2.687  -0.893
H  0.497  -1.138  1.767
H  2.236  -1.391  -0.853
H  1.985  1.681  2.658
H  0.177  -0.945  -3.235
H  0.683  0.887  3.174
H  1.132  1.613  0.382
H  -0.308  -2.543  -2.543
H  -1.853  1.396  -2.188
H  -1.771  -1.062  -1.614

Calculated values
SMILES: C=[N+]1C[C@@H](C)CC=[N+](C)[C@H]1O
E_HOMO: -19.28 eV
2S+1: 1
Maximum force: 4.60 eV Å⁻¹
Charge: +2
Relative energy (zero: lowest compared OMol25 entry of this formula, charge and spin): 77.1 kcal per mole

---

A 2-piece molecular cluster, C4H7N2 overall. Source: OMol25; level of theory: ωB97M-V/def2-TZVPD.

CARTESIAN COORDINATES (ANGSTROEM)
N  0.664  3.881  0.843
N  -0.695  -2.244  -0.165
C  0.114  1.458  1.285
C  0.384  2.774  1.052
C  -0.529  0.083  -0.792
C  -0.181  0.732  0.214
H  -0.024  1.105  2.325
H  0.280  4.795  0.623
H  -0.924  -2.920  0.533
H  -1.583  0.050  -1.010
H  -0.866  -2.715  -1.063
H  0.242  -2.023  0.010
H  0.009  -0.676  -1.432

Calculated values
E_HOMO: -13.55 eV
2S+1: 1
Maximum force: 3.78 eV Å⁻¹
Charge: +1
Relative energy (zero: lowest compared OMol25 entry of this formula, charge and spin): 104.4 kcal per mole